#w
DFT (ωB97M-V/def2-TZVPD) results for a 3-piece molecular cluster, C4H12O3 overall.

As for the SMILES: C/C=C/CO.O.O. For the highest occupied orbital energy, the calculation gives -8.260 eV. For the lowest unoccupied orbital energy, the calculation gives 0.4610 eV. The value obtained for the HOMO-LUMO gap is 0.321 Eh.

Structure (ORCA input):
```
! wB97M-V def2-TZVPD RIJCOSX def2/J DEFGRID3
* xyz 0 1
C -0.407 0.394 1.946
C 1.863 -1.442 -0.327
O 2.564 -0.425 -1.285
C 0.434 -0.889 -0.158
C 0.143 -0.803 1.177
H 0.077 1.351 1.724
H -0.396 0.361 3.043
H -1.448 0.376 1.614
H 2.413 -1.455 0.572
H 1.912 -2.395 -0.818
H 2.512 0.490 -0.907
H 0.296 -0.019 -0.730
H 0.059 -1.767 1.623
H -3.009 -0.502 -0.359
H -2.446 0.525 -1.300
O -2.763 0.424 -0.343
H -0.404 2.021 -2.638
H -0.888 2.207 -1.099
O -0.512 1.548 -1.735
*
```

#x
DFT (ωB97M-V/def2-TZVPD) results for a 3-piece molecular cluster, C4H12O3 overall.

As for the SMILES: C/C=C(/C)O.O.O. For the highest occupied orbital energy, the calculation gives -8.806 eV. For the lowest unoccupied orbital energy, the calculation gives 0.5480 eV. The value obtained for the HOMO-LUMO gap is 0.344 Eh.

Structure (ORCA input):
```
! wB97M-V def2-TZVPD RIJCOSX def2/J DEFGRID3
* xyz 0 1
C 1.552 0.329 1.578
C 0.369 -0.387 1.086
C -0.837 0.156 0.950
O -0.903 1.523 1.015
C -2.222 -0.462 0.343
H 1.442 0.577 2.675
H 2.383 -0.333 1.727
H 1.687 1.256 1.039
H 0.533 -1.245 0.382
H -0.062 1.863 0.669
H -2.468 -0.097 -0.647
H -2.210 -1.525 0.309
H -3.116 -0.260 0.928
H -0.385 1.851 -1.733
H 0.019 0.498 -1.247
O -0.286 0.936 -2.059
H 0.895 -1.024 -2.389
H 2.042 -2.078 -2.621
O 1.569 -1.578 -2.004
*
```

Which one is most stable, and which one is least stable? #x is the most stable of them, while #w is the least stable.

#w
DFT (ωB97M-V/def2-TZVPD) results for a 2-piece molecular cluster, C4H12O3 overall.

As for the SMILES: OCCCCO.O. For the highest occupied orbital energy, the calculation gives -9.733 eV. For the lowest unoccupied orbital energy, the calculation gives 0.5821 eV. The value obtained for the HOMO-LUMO gap is 0.379 Eh.

Structure (ORCA input):
```
! wB97M-V def2-TZVPD RIJCOSX def2/J DEFGRID3
* xyz 0 1
C -0.040 -1.278 -0.565
O -0.181 -2.631 -1.054
C -1.436 -0.497 -0.332
C -1.597 0.099 1.014
C -0.471 1.277 0.920
O 0.794 0.664 1.191
H 0.407 -1.296 0.395
H 0.595 -0.690 -1.173
H -0.880 -3.011 -0.500
H -2.159 -1.235 -0.804
H -1.482 0.054 -1.273
H -1.397 -0.570 1.774
H -2.597 0.595 1.182
H -0.784 2.152 1.511
H -0.159 1.750 -0.099
H 0.948 0.520 2.168
H 2.750 1.165 -1.149
H 4.326 1.502 -1.402
O 3.362 1.430 -1.805
*
```

#x
DFT (ωB97M-V/def2-TZVPD) results for a 3-piece molecular cluster, C4H12O3 overall.

As for the SMILES: C/C=C(/C)O.O.O. For the highest occupied orbital energy, the calculation gives -9.070 eV. For the lowest unoccupied orbital energy, the calculation gives 0.6588 eV. The value obtained for the HOMO-LUMO gap is 0.358 Eh.

Structure (ORCA input):
```
! wB97M-V def2-TZVPD RIJCOSX def2/J DEFGRID3
* xyz 0 1
C -1.135 -1.949 0.866
C -1.111 -0.449 0.819
C -0.078 0.358 0.994
O 1.144 -0.128 1.512
C -0.035 1.804 0.616
H -2.163 -2.317 0.872
H -0.713 -2.320 -0.058
H -0.603 -2.409 1.696
H -2.020 0.028 0.470
H 1.090 -0.134 2.472
H 0.822 1.958 -0.038
H -0.913 1.987 -0.009
H -0.047 2.524 1.422
H 1.801 0.016 -0.674
H 2.812 -0.831 -1.410
O 1.888 -0.564 -1.448
H 0.195 0.513 -2.119
H -0.465 0.829 -3.456
O -0.470 1.087 -2.526
*
```

Which one is most stable, and which one is least stable? #x is the most stable of them, while #w is the least stable.

#w
DFT (ωB97M-V/def2-TZVPD) results for a 3-piece molecular cluster, C4H16NO2 overall.

For the highest occupied orbital energy, the calculation gives -15.224 eV. For the lowest unoccupied orbital energy, the calculation gives -2.8729 eV. The value obtained for the HOMO-LUMO gap is 0.454 Eh.

Structure (ORCA input):
```
! wB97M-V def2-TZVPD RIJCOSX def2/J DEFGRID3
* xyz 1 1
C 0.429 1.248 -1.613
C -0.571 0.214 -1.154
C -1.845 0.816 -0.603
C -2.928 -0.222 -0.315
N 0.070 -0.662 -0.073
H -0.028 1.788 -2.445
H 0.643 1.951 -0.804
H 1.376 0.825 -1.964
H -0.769 -0.486 -1.969
H -2.215 1.532 -1.351
H -1.629 1.412 0.289
H -3.858 0.236 0.014
H -2.643 -0.888 0.501
H -3.173 -0.831 -1.190
H -0.416 -1.561 -0.081
H -0.151 -0.295 0.855
H 1.090 -0.774 -0.224
H 2.811 -1.382 3.805
H 2.070 -0.032 3.979
O 2.402 -0.656 3.321
H 3.027 -0.449 1.093
H 3.541 -1.026 -0.288
O 2.767 -0.759 0.218
*
```

#x
DFT (ωB97M-V/def2-TZVPD) results for a 3-piece molecular cluster, C4H16NO2 overall.

For the highest occupied orbital energy, the calculation gives -14.647 eV. For the lowest unoccupied orbital energy, the calculation gives -2.9911 eV. The value obtained for the HOMO-LUMO gap is 0.428 Eh.

Structure (ORCA input):
```
! wB97M-V def2-TZVPD RIJCOSX def2/J DEFGRID3
* xyz 1 1
C -1.313 -0.021 0.610
C -1.472 1.452 0.306
C -0.720 1.897 -0.952
C 0.951 2.365 -0.771
N -0.190 -0.696 -0.144
H -2.317 -0.517 0.364
H -0.915 -0.117 1.584
H -1.063 2.155 1.177
H -2.483 1.734 0.394
H -1.218 2.820 -1.339
H -0.921 1.237 -1.796
H 1.306 2.170 0.304
H 1.437 1.626 -1.367
H 1.132 3.359 -1.075
H -0.089 -0.536 -1.152
H 0.621 -0.250 0.194
H -0.260 -1.724 0.145
H 2.836 -0.742 0.839
H 2.101 0.353 1.808
O 2.039 -0.440 1.243
H -0.201 -4.404 -1.031
H 0.706 -3.845 0.045
O -0.042 -3.636 -0.398
*
```

#y
DFT (ωB97M-V/def2-TZVPD) results for a 3-piece molecular cluster, C4H16NO2 overall.

For the highest occupied orbital energy, the calculation gives -14.415 eV. For the lowest unoccupied orbital energy, the calculation gives -3.2352 eV. The value obtained for the HOMO-LUMO gap is 0.411 Eh.

Structure (ORCA input):
```
! wB97M-V def2-TZVPD RIJCOSX def2/J DEFGRID3
* xyz 1 1
C 0.807 1.190 0.829
C 0.358 -0.050 1.654
C -0.919 -0.806 1.278
C -0.417 -2.050 0.438
N 0.123 1.420 -0.482
H 0.527 2.149 1.503
H 1.844 1.271 0.703
H 1.220 -0.847 1.608
H 0.402 0.315 2.640
H -1.230 -1.388 2.125
H -1.634 -0.426 0.602
H 0.594 -2.023 0.196
H -0.951 -2.137 -0.454
H -0.576 -3.023 0.961
H -0.911 1.073 -0.533
H 0.599 0.896 -1.297
H 0.162 2.462 -0.736
H 3.061 0.119 -2.236
H 3.616 1.300 -1.219
O 2.754 0.892 -1.557
H -3.281 -0.901 -2.329
H -3.324 0.703 -1.934
O -2.823 -0.139 -1.760
*
```

Which one is most stable, and which one is least stable? #w is the most stable of them, while #y is the least stable.

#w
DFT (ωB97M-V/def2-TZVPD) results for the molecule C2H2ClFO2.

As for the SMILES: O=C(Cl)[C@H](O)F. For the highest occupied orbital energy, the calculation gives -11.329 eV. For the lowest unoccupied orbital energy, the calculation gives 0.0010 eV. The value obtained for the HOMO-LUMO gap is 0.416 Eh.

Structure (ORCA input):
```
! wB97M-V def2-TZVPD RIJCOSX def2/J DEFGRID3
* xyz 0 1
C 0.000 -0.408 -0.962
C -0.473 -0.152 0.505
O -0.763 -0.786 -1.798
O -0.073 1.423 0.915
F 0.198 -0.993 1.322
Cl 1.686 -0.233 -1.375
H -1.467 -0.258 0.631
H 0.892 1.407 0.762
*
```

#x
DFT (ωB97M-V/def2-TZVPD) results for a 2-piece molecular cluster, C2H2ClFO2 overall.

For the highest occupied orbital energy, the calculation gives -9.780 eV. For the lowest unoccupied orbital energy, the calculation gives 0.1891 eV. The value obtained for the HOMO-LUMO gap is 0.366 Eh.

Structure (ORCA input):
```
! wB97M-V def2-TZVPD RIJCOSX def2/J DEFGRID3
* xyz 0 1
C 1.749 0.326 -0.103
C -1.679 0.309 0.024
O 1.466 -0.993 0.070
O -1.501 -0.815 -0.245
F -2.903 0.830 -0.081
Cl 3.457 0.418 -0.010
H -1.105 1.187 0.292
H 0.518 -1.261 0.055
*
```

Which one is most stable, and which one is least stable? #w is the most stable of them, while #x is the least stable.

#w
DFT (ωB97M-V/def2-TZVPD) results for an isolated ion of composition C5H11NO and charge +1.

For the highest occupied orbital energy (alpha / beta), the calculation gives -14.552 / -14.292 eV. For the lowest unoccupied orbital energy (alpha / beta), the calculation gives -5.4757 / -9.1457 eV. The value obtained for the HOMO-LUMO gap (alpha / beta) is 0.334 / 0.189 Eh.

Structure (ORCA input):
```
! wB97M-V def2-TZVPD RIJCOSX def2/J DEFGRID3
* xyz 1 2
C -1.132 -1.304 -0.637
O -2.319 -0.535 -0.650
C -0.360 -1.186 0.673
C -0.248 0.276 1.143
C 0.169 1.233 0.023
C 2.366 0.915 -0.477
N 1.221 0.728 -0.959
H -0.467 -0.876 -1.430
H -1.263 -2.382 -0.909
H -2.406 -0.376 -1.572
H 0.671 -1.498 0.632
H -0.825 -1.789 1.532
H 0.371 0.545 2.027
H -1.300 0.377 1.472
H 0.431 2.271 0.438
H -0.796 1.426 -0.633
H 3.218 0.342 -0.766
H 2.669 1.830 0.092
*
```

#x
DFT (ωB97M-V/def2-TZVPD) results for an isolated ion of composition C5H11NO and charge +1.

For the highest occupied orbital energy (alpha / beta), the calculation gives -14.663 / -14.579 eV. For the lowest unoccupied orbital energy (alpha / beta), the calculation gives -3.9304 / -8.5571 eV. The value obtained for the HOMO-LUMO gap (alpha / beta) is 0.394 / 0.221 Eh.

Structure (ORCA input):
```
! wB97M-V def2-TZVPD RIJCOSX def2/J DEFGRID3
* xyz 1 2
C 1.861 0.630 -1.240
N 0.983 1.014 -0.155
C -0.499 -2.446 -0.519
C 0.190 -1.371 0.414
C -0.153 0.048 -0.048
C -1.153 0.761 0.986
O -1.652 1.807 0.742
H 2.719 1.290 -1.310
H 1.356 0.660 -2.219
H 2.437 -0.286 -0.984
H 1.400 1.060 0.778
H 0.066 -2.541 -1.434
H -1.473 -1.996 -0.749
H -0.726 -3.332 0.040
H 1.276 -1.608 0.559
H -0.032 -1.490 1.476
H -0.644 0.126 -1.029
H -1.385 0.127 1.845
*
```

#y
DFT (ωB97M-V/def2-TZVPD) results for an isolated ion of composition C5H11NO and charge +1.

For the highest occupied orbital energy (alpha / beta), the calculation gives -14.582 / -14.574 eV. For the lowest unoccupied orbital energy (alpha / beta), the calculation gives -3.3458 / -7.8282 eV. The value obtained for the HOMO-LUMO gap (alpha / beta) is 0.413 / 0.248 Eh.

Structure (ORCA input):
```
! wB97M-V def2-TZVPD RIJCOSX def2/J DEFGRID3
* xyz 1 2
C -0.117 -1.924 -1.649
C -1.201 -1.106 -0.939
N -0.675 0.049 -0.209
C -0.754 1.328 -0.911
C 0.584 -0.139 0.496
C 0.692 0.773 1.713
O 1.731 1.264 2.024
H 0.130 -2.864 -1.163
H -0.449 -2.107 -2.669
H 0.808 -1.376 -1.797
H -1.914 -0.730 -1.654
H -1.749 -1.737 -0.234
H -1.273 2.031 -0.239
H 0.258 1.749 -0.967
H -1.250 1.213 -1.867
H 1.447 -0.075 -0.172
H 0.646 -1.181 0.834
H -0.223 0.992 2.298
*
```

Which one is most stable, and which one is least stable? #y is the most stable of them, while #w is the least stable.

#w
DFT (ωB97M-V/def2-TZVPD) results for a 2-piece molecular cluster, C5H11NO overall.

For the highest occupied orbital energy (alpha / beta), the calculation gives -13.875 / -14.041 eV. For the lowest unoccupied orbital energy (alpha / beta), the calculation gives -5.3083 / -7.0045 eV. The value obtained for the HOMO-LUMO gap (alpha / beta) is 0.315 / 0.259 Eh.

Structure (ORCA input):
```
! wB97M-V def2-TZVPD RIJCOSX def2/J DEFGRID3
* xyz 1 2
C 2.266 0.030 -0.481
N -0.499 0.022 -0.784
C 0.067 -0.655 0.248
C 1.451 -0.733 0.515
C -2.115 -1.607 0.677
C -0.830 -1.386 1.170
H 3.326 -0.022 -0.188
H 1.912 1.048 -0.503
H 2.273 -0.533 -1.425
H -1.296 -0.253 -1.329
H -0.101 0.890 -1.119
H 1.811 -1.493 1.207
H -2.085 -1.932 -0.360
H -3.133 -1.403 0.991
H -0.522 -1.700 2.164
H -1.130 3.967 -0.249
H -0.905 2.482 -0.091
O -0.489 3.278 -0.443
*
```

#x
DFT (ωB97M-V/def2-TZVPD) results for a 2-piece molecular cluster, C5H11NO overall.

For the highest occupied orbital energy (alpha / beta), the calculation gives -13.412 / -14.496 eV. For the lowest unoccupied orbital energy (alpha / beta), the calculation gives -4.6391 / -6.6453 eV. The value obtained for the HOMO-LUMO gap (alpha / beta) is 0.322 / 0.288 Eh.

Structure (ORCA input):
```
! wB97M-V def2-TZVPD RIJCOSX def2/J DEFGRID3
* xyz 1 2
C 0.158 -1.565 -0.227
N -1.445 0.627 0.254
C -0.251 0.578 0.892
C 0.519 -0.528 0.773
C 1.917 -0.371 1.303
C 2.361 0.799 1.935
H -0.076 -2.490 0.358
H 1.032 -1.828 -0.846
H -0.697 -1.430 -0.800
H -1.722 -0.186 -0.310
H -1.668 1.449 -0.393
H 0.100 1.562 1.227
H 2.555 -1.317 1.213
H 2.041 1.791 1.639
H 2.964 0.724 2.793
H -3.001 1.244 -3.709
H -2.169 0.074 -3.180
O -2.619 0.868 -2.921
*
```

Which one is most stable, and which one is least stable? #x is the most stable of them, while #w is the least stable.

#w
DFT (ωB97M-V/def2-TZVPD) results for the molecule C2H4OS.

As for the SMILES: O=CCS. For the highest occupied orbital energy, the calculation gives -9.416 eV. For the lowest unoccupied orbital energy, the calculation gives 0.6361 eV. The value obtained for the HOMO-LUMO gap is 0.369 Eh.

Structure (ORCA input):
```
! wB97M-V def2-TZVPD RIJCOSX def2/J DEFGRID3
* xyz 0 1
C 0.309 -1.157 -0.894
C -0.702 0.024 0.025
O 0.306 -2.337 -0.732
S 0.298 1.561 0.306
H 0.892 -0.733 -1.734
H -1.353 0.430 -0.870
H -1.136 -0.233 0.964
H 1.510 0.922 0.690
*
```

#x
DFT (ωB97M-V/def2-TZVPD) results for the molecule C2H4OS.

As for the SMILES: COC=S. For the highest occupied orbital energy, the calculation gives -8.560 eV. For the lowest unoccupied orbital energy, the calculation gives -0.2917 eV. The value obtained for the HOMO-LUMO gap is 0.304 Eh.

Structure (ORCA input):
```
! wB97M-V def2-TZVPD RIJCOSX def2/J DEFGRID3
* xyz 0 1
C -1.145 0.417 0.035
C 1.077 -0.344 0.014
O -0.319 -0.616 0.030
S -2.981 0.101 -0.001
H -0.893 1.383 0.004
H 1.293 0.068 1.015
H 1.493 0.270 -0.956
H 1.475 -1.279 -0.141
*
```

#y
DFT (ωB97M-V/def2-TZVPD) results for a 2-piece molecular cluster, C2H4OS overall.

For the highest occupied orbital energy (alpha / beta), the calculation gives -8.538 / -8.534 eV. For the lowest unoccupied orbital energy (alpha / beta), the calculation gives -1.2476 / -1.2303 eV. The value obtained for the HOMO-LUMO gap (alpha / beta) is 0.268 / 0.268 Eh.

Structure (ORCA input):
```
! wB97M-V def2-TZVPD RIJCOSX def2/J DEFGRID3
* xyz 0 1
C -0.722 -0.146 0.949
C 0.533 0.217 -1.070
O 0.321 -0.352 0.278
S -0.574 -1.769 3.376
H -1.515 0.552 0.466
H -0.262 0.055 -1.702
H 1.622 0.068 -1.482
H 0.597 1.375 -0.814
*
```

Which one is most stable, and which one is least stable? #w is the most stable of them, while #y is the least stable.

#w
DFT (ωB97M-V/def2-TZVPD) results for the molecule C2H4OS.

As for the SMILES: O=CCS. For the highest occupied orbital energy, the calculation gives -9.321 eV. For the lowest unoccupied orbital energy, the calculation gives 0.8694 eV. The value obtained for the HOMO-LUMO gap is 0.374 Eh.

Structure (ORCA input):
```
! wB97M-V def2-TZVPD RIJCOSX def2/J DEFGRID3
* xyz 0 1
C -0.573 0.737 0.208
C 0.129 -0.281 -0.585
O -0.353 0.951 1.387
S 1.114 -1.424 0.423
H -1.334 1.234 -0.474
H -0.632 -0.766 -1.233
H 0.742 0.248 -1.217
H 0.908 -0.698 1.491
*
```

#x
DFT (ωB97M-V/def2-TZVPD) results for the molecule C2H4OS.

For the highest occupied orbital energy (alpha / beta), the calculation gives -8.095 / -8.008 eV. For the lowest unoccupied orbital energy (alpha / beta), the calculation gives 0.4109 / -0.0107 eV. The value obtained for the HOMO-LUMO gap (alpha / beta) is 0.313 / 0.294 Eh.

Structure (ORCA input):
```
! wB97M-V def2-TZVPD RIJCOSX def2/J DEFGRID3
* xyz 0 1
C 1.670 -0.194 0.488
C -0.834 0.571 -0.026
O 0.412 -0.024 0.011
S -1.944 -0.150 -1.160
H 2.066 -1.222 0.451
H 2.185 0.539 0.996
H -1.052 1.670 -0.071
H -2.503 -1.191 -0.689
*
```

Which one is most stable, and which one is least stable? #w is the most stable of them, while #x is the least stable.